Entry 1:
Molecular formula: C20H66N6O13
Method: DFT, the ωB97M-V functional and the def2-TZVPD basis

Geometry as XYZ:
```
105
Properties=species:S:1:pos:R:3:forces:R:3
C 0.018 0.380 -0.145 3.17 2.36 0.04
O -0.435 -0.782 5.790 0.36 0.35 -1.04
H -3.952 2.441 4.021 -0.40 -0.41 -0.28
O 5.036 1.533 2.137 -0.48 0.56 -1.49
H 0.605 0.968 3.026 -0.75 0.78 -1.13
H 4.186 0.208 -2.296 0.86 -0.25 0.70
H -2.913 -4.660 -2.069 0.94 2.00 0.84
H -1.134 -0.771 3.942 -0.33 -0.37 -0.79
O -0.457 2.746 -5.121 1.69 0.56 -0.95
H 1.237 -2.188 -3.691 0.56 -0.30 0.22
O -1.328 0.283 -0.068 -1.94 -0.47 -0.73
C -1.115 1.745 -3.128 1.06 2.48 2.84
H 1.015 1.106 4.711 0.33 0.66 0.02
H -1.675 -0.031 -0.915 -0.50 -0.49 -0.09
H 2.103 1.425 -2.522 -2.07 -1.05 1.58
H 3.299 3.516 -3.044 0.65 -0.83 0.73
H 1.124 -2.584 1.432 0.09 0.68 0.73
H -1.902 -0.691 1.071 -0.05 -0.73 0.32
H 2.759 0.360 -0.077 -0.37 -0.07 0.98
N -0.190 4.523 -0.800 -4.53 1.18 -3.19
H -0.762 -0.263 6.508 -0.19 0.46 0.74
C -0.540 3.084 -3.746 -3.05 -1.80 -0.14
O -5.583 1.542 -0.492 -1.29 -0.06 -0.12
H -0.662 -2.090 -2.826 -0.57 0.27 0.38
H -1.181 4.342 -0.588 0.88 0.01 -0.24
H -4.052 1.652 -1.972 -0.69 -0.75 0.69
H -3.989 3.723 2.942 0.03 0.58 -0.62
H -0.907 -4.358 2.636 2.20 -1.16 -1.56
H -3.726 0.837 -0.417 0.33 -0.31 -0.37
C 2.303 -2.275 -1.724 0.34 -1.06 -1.05
H 3.257 -2.016 -2.196 -0.13 0.08 0.15
C 3.873 0.750 1.865 -0.17 0.44 -0.15
H 3.488 -3.293 3.813 -0.62 -0.90 1.31
C -3.972 2.649 2.939 3.16 -0.08 1.61
H 2.708 4.243 0.150 0.36 -0.52 0.44
H -1.049 -2.644 0.969 0.06 0.43 0.16
C 0.710 4.029 -0.036 -0.42 -4.52 7.19
H -1.470 1.972 -2.065 0.70 -0.69 -1.12
H 3.405 -2.064 1.069 0.82 -0.96 -0.27
H 4.834 1.064 -3.786 -0.46 -0.90 0.41
N -4.339 -2.878 -2.590 -5.48 1.55 -2.47
O -0.010 -2.218 -2.131 -3.34 -1.43 0.80
H 0.628 -0.486 -0.298 -0.27 -1.24 0.27
C 3.934 -2.855 2.975 -0.02 3.65 -0.40
H -4.472 -3.828 -2.924 -0.56 0.77 0.03
H -1.669 -3.386 -1.661 1.45 -1.56 0.66
C -0.677 -0.024 4.557 0.13 -2.84 0.08
H -1.645 2.268 2.925 -1.96 0.00 -0.38
C -3.570 -1.598 1.421 0.08 0.21 -1.35
O -2.196 -1.489 1.597 0.47 0.42 0.57
H 0.316 0.870 0.796 0.40 -0.16 -0.56
H 1.366 -0.344 3.843 -1.34 0.56 0.13
H -1.274 3.924 -3.702 0.47 -0.47 0.65
H 2.244 -1.744 -0.776 -0.05 -0.24 0.12
C -3.246 -2.616 -1.982 2.23 6.60 -1.96
H 2.316 -3.383 -1.609 -0.17 0.74 0.34
H 5.382 1.269 2.963 0.54 -0.41 1.39
O 1.768 -2.164 2.046 -1.70 0.06 0.94
H 0.371 3.377 -3.207 0.20 -0.25 -0.96
H -4.865 -2.066 -2.992 0.62 -1.56 0.53
C 3.985 0.544 -3.286 -1.41 0.48 -0.71
H -0.383 0.949 -3.183 0.56 0.09 0.39
H -4.129 -0.753 1.691 -0.59 1.56 0.95
H 2.599 2.000 -4.044 -0.95 -0.19 -1.62
H 2.158 4.772 -1.402 -1.00 -0.94 2.71
H -5.478 2.484 -0.445 0.17 0.55 0.15
C -4.501 0.980 -1.172 1.55 1.26 0.09
H 3.586 -0.337 -3.824 0.37 0.55 -0.11
N -2.613 -3.704 -1.727 2.75 -2.59 1.48
N -0.206 -4.817 1.946 -2.62 -1.23 6.30
H -1.926 1.323 -3.617 -1.83 -0.10 -1.34
H -1.296 2.890 -5.574 0.15 0.10 0.45
O -2.464 2.564 1.036 -2.06 1.00 0.84
H -4.018 -2.426 1.872 -0.17 -1.51 1.19
N -0.281 -3.132 0.512 0.13 2.83 -2.14
H 4.401 0.701 -0.151 -0.08 0.59 0.24
H 1.175 -0.812 -2.679 0.36 2.11 -0.34
O 3.617 2.715 -2.567 0.26 2.84 0.47
C 2.915 1.645 -3.107 2.80 -0.59 -1.67
H 0.245 -5.704 2.121 -0.66 -0.02 0.29
H -4.786 0.043 -1.590 -0.23 -0.58 -0.34
H 2.801 -3.732 1.340 0.20 -0.84 -0.38
C 0.575 0.470 3.953 2.80 -1.21 1.60
O 0.425 3.261 1.095 1.69 3.91 -5.48
H 0.135 -2.728 -0.371 -1.44 -1.02 1.24
C 1.164 -1.858 -2.643 3.26 0.11 -1.13
H -3.801 -1.691 0.387 -0.17 -0.25 -1.28
N 1.908 4.384 -0.420 3.69 1.19 -2.57
C 3.505 0.977 0.437 0.40 1.04 -1.69
H -4.796 2.223 2.461 -1.36 -0.59 -0.71
H -2.740 0.989 2.330 -0.09 -0.73 0.05
H 3.105 0.995 2.595 -0.29 -0.17 -0.10
C 2.975 -2.780 1.797 1.65 1.18 -0.88
H 4.167 -1.730 3.279 -0.36 -2.32 -0.41
H 4.871 -3.315 2.725 0.36 -0.34 -0.21
H -1.425 0.684 4.714 -1.03 1.62 0.43
O 0.521 -5.187 -0.157 -1.66 2.87 3.28
H 0.358 1.030 -1.003 -0.43 -0.11 0.86
H 3.247 2.035 0.236 0.20 -0.57 -0.02
C -0.037 -4.389 0.771 3.62 -3.31 -7.68
H 0.074 4.877 -1.744 -0.69 -0.28 1.53
O -2.739 -1.332 -1.998 -1.78 -5.35 0.82
C -2.645 2.058 2.365 0.95 1.48 0.05
H -1.736 2.121 0.660 1.46 -0.81 -0.62
H 4.124 -0.276 1.861 0.24 -1.28 0.82
```
Positions in Å, forces in eV/Å.

Its energy relative to the best compared isomer or geometry (same formula, charge and spin) is 1.844 eV. Its net charge is 0. As for the total energy: -57362.414 eV. The value obtained for the HOMO energy is -8.8756 eV.

---

Entry 2:
Molecular formula: C20H68O24
Method: DFT, the ωB97M-V functional and the def2-TZVPD basis

Geometry as XYZ:
```
112
Properties=species:S:1:pos:R:3:forces:R:3
C 3.940 -1.090 4.956 0.70 -1.97 1.47
H 3.900 -1.828 4.173 -0.56 0.18 -0.86
O -2.214 -1.026 2.767 0.54 -2.85 0.66
H 1.746 3.700 -4.168 1.12 -0.07 -1.28
H 2.714 0.206 3.318 0.01 1.25 -0.99
C -1.205 -5.182 1.075 0.19 -2.87 0.22
H 0.689 1.391 1.157 0.25 0.17 -0.92
H 1.009 -0.998 0.072 0.35 -0.25 -2.11
O -1.949 1.266 -3.676 0.10 -1.57 0.63
H 4.482 -2.351 6.387 0.70 1.38 -1.15
H 0.820 2.719 -2.451 -0.50 0.05 0.09
H -2.612 0.795 -6.466 0.49 -0.69 0.34
H -1.455 -0.578 3.079 1.62 0.52 0.50
H -1.662 -2.630 -3.827 0.43 0.80 -0.19
H 2.753 -0.329 6.579 -0.07 0.08 -0.74
H -2.848 -2.468 1.645 0.33 -0.80 -0.19
H 0.476 -5.865 0.420 0.12 0.12 0.84
C 0.155 4.354 -4.636 -1.33 0.19 0.22
O 2.768 -2.740 -2.485 -0.56 -0.68 -2.06
O 1.705 -0.636 4.751 0.23 1.08 1.20
O -1.270 4.241 3.837 -0.15 0.82 0.73
H 4.784 0.627 2.624 1.50 -0.12 0.76
H -3.343 -0.831 -1.238 -0.08 0.38 -1.33
O 2.919 -4.314 0.783 0.50 -0.21 1.72
H 3.235 -0.123 0.047 -0.22 -0.49 0.91
O 4.874 -1.590 5.865 1.55 -1.54 2.13
H 1.184 -1.407 4.660 -1.16 -1.11 -0.69
H 4.862 -0.626 0.541 -0.02 0.45 -0.50
H -0.601 4.661 4.391 -0.28 -0.17 0.12
O 1.441 4.102 -5.009 2.83 -1.63 1.59
H 0.054 5.351 -4.883 -1.33 2.29 -1.00
H -0.852 -4.100 -2.556 0.17 -0.50 -0.11
H 1.546 -0.568 1.994 2.63 1.44 0.09
O -0.304 -3.434 -2.140 0.79 -0.49 0.77
C -1.760 4.046 1.492 -0.12 2.87 -0.60
H -4.086 1.258 -1.605 0.60 0.25 -0.20
C -1.508 -3.894 1.605 -1.35 2.13 1.07
H -1.080 4.832 -2.910 1.02 -0.70 -0.46
O 1.787 3.803 0.160 0.24 -0.12 0.34
O -2.923 -1.121 -2.918 0.00 -1.19 -0.35
H 3.952 -4.259 -1.723 0.48 -0.78 -0.59
H -1.281 0.818 -0.886 -0.34 -0.26 -0.12
O 3.540 -1.461 1.755 -2.43 -0.08 -0.27
C 3.866 -0.380 0.928 2.11 1.42 0.75
O -3.331 -0.309 -0.439 0.88 1.97 1.78
O 2.032 1.685 -1.423 0.00 -1.36 -1.21
H -0.462 3.699 -5.230 -0.98 -0.03 0.14
H -1.000 1.501 -3.693 -0.67 0.39 0.14
H -0.717 -1.522 -1.480 -0.20 -0.61 -0.10
H 2.428 -3.443 -3.112 0.48 1.36 1.23
H 1.188 1.210 -1.270 0.44 0.14 -0.18
H -1.274 -5.036 0.039 -0.76 -0.47 -1.77
H -2.415 4.967 1.436 0.30 -0.91 1.34
C -2.160 1.694 -6.061 -1.61 -0.07 1.26
O -0.440 1.221 -0.668 0.18 0.72 0.49
H -3.018 1.865 -0.288 0.31 -0.46 0.19
H -1.907 -5.905 1.493 0.14 -0.53 -0.45
O 0.701 -0.920 1.969 -3.61 -1.89 0.39
H -5.842 0.533 -0.194 0.78 0.45 0.39
H 4.218 1.666 1.242 -0.11 0.46 0.87
C 3.442 -3.362 -1.450 -0.66 -0.62 2.47
H -2.401 -0.348 -3.175 0.37 0.25 -0.25
H -0.977 1.037 1.332 -0.28 -0.26 0.00
C -2.160 -2.349 -2.902 0.17 2.73 0.79
H 4.342 -0.147 4.619 -0.34 0.43 -0.14
C -0.715 4.100 2.574 1.94 -0.16 -0.63
H 0.653 5.009 -2.662 0.04 -0.25 -0.16
C -1.243 -2.471 -1.673 2.28 1.72 -5.29
H 1.729 -2.982 -0.171 -0.45 1.32 0.27
H 1.513 -2.396 2.961 -0.31 0.70 -0.73
C 2.678 -1.045 5.731 -0.87 2.50 -0.55
H 4.311 -1.976 1.812 1.17 -1.46 0.20
H 2.372 -1.938 6.241 0.12 -1.07 -0.28
H -2.760 -0.366 2.459 -2.29 2.48 -1.25
H 0.005 3.231 2.619 -0.95 0.34 -0.65
C -5.028 1.162 0.246 1.86 -1.36 0.23
H 1.775 -4.497 -0.850 -0.49 -0.63 -0.55
C 0.181 -0.694 0.638 -0.75 2.51 3.62
C 4.040 0.821 1.915 -3.15 -0.67 -2.15
H -1.450 3.827 -0.387 -0.65 -1.14 -1.99
O 1.316 -3.217 3.396 0.96 -1.16 0.88
H 0.385 -3.253 3.582 -0.63 0.11 -0.30
O -2.580 2.734 -6.873 0.60 1.44 -0.79
O -4.659 0.758 1.581 0.20 1.83 -0.66
H 2.196 -4.196 1.427 0.58 -0.41 0.30
O -2.806 -3.382 1.282 0.01 0.12 -1.23
H -5.120 -0.030 1.700 -0.95 -2.15 0.76
H -2.489 3.024 -4.365 -0.44 0.20 -0.70
O -1.006 4.239 0.311 1.40 0.27 0.69
H -3.724 1.787 -4.678 -0.65 -0.40 0.92
H -1.597 -3.858 2.645 1.19 -0.18 2.04
O 2.765 0.944 2.636 1.07 -0.50 0.12
C -3.737 1.100 -0.580 -2.33 -2.74 -0.88
H -0.813 -1.149 0.550 0.79 -0.56 -0.16
C -0.127 0.845 0.675 -0.01 -1.63 -0.62
C -0.080 4.339 -3.151 -1.30 1.11 0.35
H -1.756 -2.823 -0.902 -2.16 -1.15 3.72
H -5.293 2.159 0.292 -1.14 2.15 0.12
H -1.107 1.630 -5.929 1.16 -0.05 -0.82
H -2.410 3.216 1.444 -0.44 -1.38 0.18
O -0.090 3.067 -2.591 0.45 -0.70 0.06
H 4.209 -2.737 -1.005 -0.02 0.61 -0.13
C 2.406 -3.775 -0.356 0.21 -0.03 -2.41
H -2.886 -3.057 -2.783 -2.13 -2.14 0.29
C -2.671 1.978 -4.639 1.21 0.92 -0.62
H -0.026 4.943 2.208 -0.98 -0.51 0.99
O 0.178 -5.582 1.305 -0.85 0.26 -0.51
H -0.694 -3.376 1.196 1.08 2.11 -0.09
H 1.864 2.517 -1.003 0.07 0.99 1.18
H 1.005 4.230 0.497 -1.32 -0.39 0.32
H 2.180 4.560 -0.237 1.18 0.83 -0.70
H -3.389 2.505 -7.317 -0.27 -0.14 -0.19
```
Positions in Å, forces in eV/Å.

Its energy relative to the best compared isomer or geometry (same formula, charge and spin) is 5.529 eV. Its net charge is 0. As for the total energy: -70973.700 eV. The value obtained for the HOMO energy is -9.2786 eV.